(1)
{
  "formula": "C10H14N2O3",
  "method": "ωB97M-V with the def2-TZVPD basis set",
  "orbital_gap_ev": [7.8, 6.6],
  "e_above_lowest_kcal_mol": 164.3,
  "total_energy_ev": -19713.4860,
  "symbols": ["C", "C", "C", "C", "C", "C", "C", "C", "C", "C", "N", "N", "O", "O", "O", "H", "H", "H", "H", "H", "H", "H", "H", "H", "H", "H", "H", "H", "H"],
  "xyz": [[-3.146, 0.430, -1.248], [-3.885, 0.854, -0.152], [-1.738, 0.562, -1.246], [-3.092, 1.326, 0.942], [-1.064, 1.056, -0.074], [1.888, -1.632, -0.405], [-0.042, -2.200, 0.947], [0.851, 1.792, -2.244], [2.234, 1.331, 1.559], [0.347, 0.927, 0.002], [-1.790, 1.473, 0.994], [2.830, -2.244, 0.140], [0.538, -1.668, -0.298], [1.066, 1.437, -0.948], [1.014, 0.600, 1.103], [-3.603, -0.160, -2.058], [-4.921, 1.155, -0.037], [-1.140, -0.094, -1.883], [-3.573, 1.727, 1.762], [-0.166, -1.341, 1.534], [0.559, -3.069, 1.178], [-0.990, -2.743, 0.779], [1.629, 2.490, -2.588], [-0.163, 1.985, -2.600], [2.076, -1.069, -1.354], [1.996, 2.410, 1.586], [3.068, 1.246, 0.837], [2.578, 0.896, 2.497], [2.603, -2.728, 1.053]]
}

***

(2)
{
  "formula": "C4H14N2Si2",
  "method": "ωB97M-V with the def2-TZVPD basis set",
  "smiles": "C/N=[SiH]/C.C/N=[SiH]/C",
  "orbital_gap_ev": 8.3,
  "e_above_lowest_kcal_mol": 156.4,
  "total_energy_ev": -23107.1607,
  "symbols": ["C", "N", "Si", "C", "H", "H", "H", "H", "H", "H", "H", "C", "N", "Si", "C", "H", "H", "H", "H", "H", "H", "H"],
  "xyz": [[1.928, -0.849, -1.908], [1.512, -0.655, -0.457], [1.202, 0.862, 0.030], [1.231, 1.361, 1.973], [3.015, -0.744, -1.924], [1.699, -1.889, -2.187], [1.308, -0.220, -2.653], [1.055, 2.027, -0.848], [1.315, 0.435, 2.558], [2.174, 1.884, 2.237], [0.455, 2.001, 2.163], [-1.508, 1.080, -1.599], [-1.573, 0.306, -0.425], [-1.870, -1.178, 0.161], [-1.449, -1.412, 1.911], [-1.252, 2.075, -1.340], [-0.555, 0.897, -2.156], [-2.347, 1.102, -2.244], [-2.228, -2.589, -0.300], [-2.330, -1.721, 2.600], [-0.715, -2.309, 2.122], [-1.067, -0.465, 2.290]]
}

***

(3)
{
  "formula": "C36H97N7O11",
  "method": "ωB97M-V with the def2-TZVPD basis set",
  "orbital_gap_ev": 5.4,
  "e_above_lowest_kcal_mol": 1306.1,
  "total_energy_ev": -71796.5059,
  "symbols": ["C", "C", "C", "O", "C", "N", "H", "H", "H", "H", "H", "H", "H", "H", "H", "H", "H", "C", "C", "C", "O", "C", "N", "H", "H", "H", "H", "H", "H", "H", "H", "H", "H", "H", "C", "C", "C", "O", "C", "N", "H", "H", "H", "H", "H", "H", "H", "H", "H", "H", "H", "C", "C", "C", "O", "C", "N", "H", "H", "H", "H", "H", "H", "H", "H", "H", "H", "H", "C", "C", "C", "O", "C", "N", "H", "H", "H", "H", "H", "H", "H", "H", "H", "H", "H", "C", "O", "C", "C", "N", "C", "C", "O", "C", "H", "H", "H", "H", "H", "H", "H", "H", "H", "H", "H", "H", "H", "H", "H", "C", "O", "C", "C", "N", "C", "C", "O", "C", "H", "H", "H", "H", "H", "H", "H", "H", "H", "H", "H", "H", "H", "H", "H", "C", "C", "O", "H", "H", "H", "H", "H", "H", "C", "C", "O", "H", "H", "H", "H", "H", "H"],
  "xyz": [[-3.886, 5.339, -16.311], [-4.997, 6.449, -16.377], [-6.289, 5.802, -15.793], [-7.296, 6.799, -15.819], [-7.997, 6.829, -17.049], [-4.735, 7.587, -15.538], [-3.902, 4.609, -15.501], [-2.875, 5.709, -16.139], [-3.932, 4.734, -17.216], [-5.221, 6.660, -17.422], [-6.005, 5.511, -14.782], [-6.390, 4.864, -16.337], [-8.942, 7.372, -17.032], [-8.311, 5.819, -17.313], [-7.343, 7.097, -17.879], [-4.757, 7.182, -14.613], [-5.655, 7.995, -15.628], [-12.228, 8.015, -12.782], [-11.041, 7.621, -13.720], [-10.689, 8.705, -14.822], [-9.695, 8.074, -15.642], [-10.178, 7.643, -16.946], [-9.935, 7.453, -12.801], [-12.420, 7.156, -12.139], [-13.144, 8.259, -13.320], [-11.994, 8.786, -12.047], [-11.231, 6.618, -14.104], [-10.262, 9.546, -14.275], [-11.535, 9.052, -15.415], [-9.422, 6.979, -17.364], [-10.386, 8.532, -17.541], [-11.058, 7.000, -16.897], [-9.069, 7.217, -13.264], [-10.214, 6.735, -12.149], [-13.913, 5.560, -12.408], [-13.732, 5.802, -10.893], [-12.262, 6.164, -10.493], [-11.270, 5.137, -10.798], [-9.946, 5.323, -10.167], [-14.705, 6.858, -10.518], [-13.489, 6.479, -12.814], [-14.914, 5.317, -12.767], [-13.180, 4.805, -12.691], [-14.039, 4.901, -10.361], [-12.215, 6.362, -9.422], [-12.109, 7.193, -10.818], [-9.519, 6.286, -10.447], [-9.209, 4.553, -10.394], [-10.089, 5.081, -9.114], [-15.574, 6.751, -11.021], [-14.367, 7.733, -10.892], [-12.781, 10.950, -14.694], [-13.044, 10.536, -13.221], [-12.110, 11.300, -12.202], [-10.722, 11.080, -12.625], [-9.878, 11.845, -11.790], [-14.449, 10.973, -12.969], [-13.541, 10.468, -15.309], [-11.743, 10.869, -15.016], [-12.898, 12.018, -14.877], [-12.913, 9.483, -12.974], [-12.228, 10.931, -11.183], [-12.285, 12.372, -12.290], [-8.937, 12.043, -12.302], [-9.805, 11.384, -10.805], [-10.221, 12.874, -11.676], [-14.652, 11.890, -13.341], [-15.088, 10.331, -13.416], [-7.490, 5.061, -13.654], [-8.976, 5.386, -14.124], [-9.757, 4.181, -14.828], [-10.998, 4.746, -15.393], [-11.556, 4.067, -16.545], [-9.675, 5.538, -12.900], [-6.964, 5.928, -13.255], [-6.845, 4.780, -14.486], [-7.412, 4.288, -12.889], [-8.922, 6.333, -14.662], [-10.092, 3.349, -14.208], [-8.995, 3.749, -15.476], [-11.982, 4.678, -17.341], [-12.411, 3.504, -16.172], [-10.808, 3.406, -16.983], [-10.502, 6.018, -13.226], [-9.965, 4.592, -12.696], [-8.484, 8.536, -13.623], [-7.602, 9.560, -13.234], [-7.957, 10.765, -13.854], [-7.440, 11.968, -13.001], [-7.929, 13.196, -13.611], [-6.933, 13.976, -14.377], [-6.413, 13.238, -15.604], [-5.646, 13.938, -16.503], [-5.965, 15.319, -16.807], [-9.456, 8.543, -13.132], [-8.003, 7.590, -13.375], [-8.649, 8.605, -14.698], [-9.023, 10.929, -14.007], [-7.396, 10.871, -14.783], [-6.379, 11.831, -12.792], [-7.937, 11.734, -12.059], [-8.344, 13.688, -12.832], [-6.168, 14.382, -13.716], [-7.566, 14.702, -14.888], [-7.289, 12.779, -16.061], [-5.870, 12.365, -15.241], [-6.912, 15.368, -17.344], [-5.132, 15.751, -17.362], [-6.142, 15.895, -15.898], [-9.282, 10.800, -15.855], [-8.431, 10.369, -16.893], [-9.145, 9.934, -18.082], [-9.653, 11.054, -18.874], [-10.537, 10.665, -19.970], [-12.021, 10.527, -19.763], [-12.379, 9.739, -18.514], [-12.252, 10.391, -17.205], [-13.169, 11.428, -16.959], [-10.079, 10.056, -15.848], [-9.432, 11.873, -15.973], [-8.630, 10.812, -14.982], [-9.843, 9.195, -17.689], [-8.563, 9.419, -18.846], [-8.811, 11.646, -19.232], [-10.190, 11.819, -18.313], [-10.453, 11.163, -20.844], [-12.360, 10.189, -20.742], [-12.278, 11.564, -19.546], [-11.718, 8.872, -18.507], [-13.426, 9.451, -18.421], [-12.739, 11.922, -16.088], [-14.184, 11.075, -16.777], [-13.293, 12.100, -17.808], [-11.588, 6.653, -18.905], [-12.215, 5.367, -18.432], [-13.385, 5.755, -17.697], [-11.537, 7.311, -18.037], [-12.033, 7.240, -19.709], [-10.664, 6.530, -19.470], [-11.537, 4.777, -17.816], [-12.366, 4.770, -19.331], [-14.174, 5.319, -18.028], [-13.118, 9.164, -10.479], [-14.355, 8.943, -11.331], [-14.136, 8.074, -12.382], [-13.324, 9.671, -9.536], [-12.509, 9.802, -11.118], [-12.545, 8.270, -10.235], [-14.765, 9.901, -11.652], [-15.060, 8.472, -10.646], [-14.582, 8.236, -13.216]]
}

***

(4)
{
  "formula": "C3ErLi2O3",
  "method": "ωB97M-V with the def2-TZVPD basis set",
  "total_charge": 2,
  "orbital_gap_ev": [6.9, 6.9],
  "multiplicity": 5,
  "e_above_lowest_kcal_mol": 0.0,
  "total_energy_ev": -37267.5107,
  "symbols": ["O", "C", "O", "Er", "Li", "C", "C", "O", "Li"],
  "xyz": [[-2.778, -0.225, 0.016], [-1.606, 0.168, -0.114], [-1.146, 1.297, 0.195], [1.042, 1.755, 0.076], [-2.656, -2.121, -0.279], [-0.569, -0.965, -0.417], [0.497, -1.554, -0.169], [1.575, -1.878, 0.326], [3.271, -2.337, -0.065]]
}